45
Properties=species:S:1:pos:R:3 method="wB97M-V/def2-TZVPD" e_tot_ev=-55190.1343 max_force_ev_per_a=5.35 orbital_gap_ev=8.4 smiles="O=NOC[PH2](Cl)CCCS.c1ccccc1.c1ccccc1"
O -0.760 4.343 -1.138
N -1.372 3.270 -0.979
O -1.488 2.777 -2.224
C -1.450 1.307 -2.253
P -0.205 0.499 -1.051
Cl 1.133 -0.362 0.415
C 1.279 1.525 -1.677
C 1.356 1.721 -3.302
C 2.935 1.842 -3.837
S 3.113 1.552 -5.682
H -2.537 0.942 -1.924
H -1.338 0.940 -3.380
H -1.083 0.828 0.042
H -0.370 -0.833 -1.636
H 1.371 2.605 -1.192
H 2.269 0.941 -1.361
H 0.800 0.858 -3.908
H 0.886 2.793 -3.535
H 3.628 1.144 -3.191
H 3.248 2.957 -3.600
H 1.930 1.843 -6.383
C 5.144 -2.857 3.950
C 3.880 -2.853 4.540
C 2.803 -2.264 3.879
C 2.987 -1.688 2.622
C 4.249 -1.695 2.030
C 5.329 -2.275 2.695
H 5.984 -3.312 4.466
H 3.736 -3.308 5.516
H 1.820 -2.256 4.342
H 2.146 -1.233 2.105
H 4.392 -1.246 1.050
H 6.314 -2.275 2.236
C -4.427 0.529 0.496
C -5.599 0.799 1.202
C -6.352 -0.249 1.732
C -5.927 -1.567 1.565
C -4.753 -1.837 0.863
C -4.005 -0.790 0.324
H -3.843 1.345 0.080
H -5.927 1.826 1.338
H -7.269 -0.038 2.276
H -6.511 -2.383 1.982
H -4.421 -2.864 0.734
H -3.093 -1.001 -0.228

52
Properties=species:S:1:pos:R:3 method="wB97M-V/def2-TZVPD" e_tot_ev=-87091.5066 charge=+2 max_force_ev_per_a=0.78 relative_energy_kj_mol=503.3 orbital_gap_ev="6.9 / 7.1" multiplicity=3
Mo -1.849 0.549 -0.775
C 3.151 -1.470 4.496
C 1.753 -0.983 4.906
S 1.308 -0.045 3.408
C 0.116 -1.103 2.551
C 0.545 -2.453 2.003
S 1.616 -2.343 0.541
C 0.455 -2.624 -0.845
C 0.793 -1.561 -1.870
S 0.597 0.012 -0.963
C 5.722 -1.954 2.382
C 6.184 -1.088 3.283
S 3.312 -0.570 2.900
H 3.206 -2.544 4.339
H 3.930 -1.159 5.184
H 1.754 -0.291 5.743
H 1.026 -1.772 5.089
H -0.254 -0.455 1.757
H -0.666 -1.215 3.311
H -0.362 -2.977 1.702
H 1.018 -3.080 2.760
H -0.579 -2.526 -0.506
H 0.591 -3.616 -1.277
H 0.151 -1.583 -2.748
H 1.837 -1.619 -2.178
H 5.657 -1.689 1.334
H 5.462 -2.972 2.650
H 6.496 -0.090 3.002
H 6.317 -1.368 4.321
N -0.267 0.864 -5.006
C -0.928 0.585 -3.864
S -0.263 1.392 -2.325
N -1.933 -0.172 -3.715
N -2.135 -0.709 -2.481
C -3.317 -0.732 -1.829
C -4.293 0.383 -1.919
C -5.629 0.382 -2.261
C -6.317 1.586 -2.187
C -5.664 2.735 -1.762
C -4.334 2.662 -1.401
N -3.672 1.503 -1.484
H 0.154 1.771 -5.129
H -0.586 0.402 -5.845
H -3.612 -1.683 -1.394
H -6.111 -0.530 -2.584
H -7.363 1.628 -2.461
H -6.183 3.681 -1.698
H -3.781 3.517 -1.038
F -2.583 2.280 1.423
C -1.547 2.277 0.525
F -0.412 2.264 1.291
F -1.572 3.490 -0.080